Entry 1:
A molecular structure, C28H49BrNP3Sn, computed with the ωB97M-V functional and the def2-TZVPD basis.

Structure (XYZ):
```
83
Properties=species:S:1:pos:R:3:forces:R:3:lowdin_charge:R:1
N 4.460 6.731 1.824 -0.5 -0.5 -0.1 0.07
C 5.117 5.583 2.042 -0.8 0.0 -0.4 -0.11
C 4.527 4.322 1.855 -0.2 -0.1 0.0 0.00
C 3.168 4.188 1.427 0.0 2.1 1.1 -0.20
C 2.507 5.424 1.168 0.7 0.1 0.3 0.00
C 3.192 6.644 1.393 -0.3 -0.5 -0.2 -0.12
C 2.579 2.875 1.234 -0.3 -1.1 -1.1 0.00
Sn 0.061 -0.027 0.368 -0.1 -1.4 0.2 1.04
P -0.940 -1.426 -1.870 -1.5 -2.0 -2.3 0.89
C 1.458 2.461 0.498 0.2 1.0 0.8 -0.15
C 1.729 1.547 -0.648 1.1 -0.7 -1.0 -0.47
C 1.204 1.723 -1.998 0.5 0.4 1.7 -0.08
C 2.001 1.402 -3.075 1.1 -1.0 -0.8 -0.12
C 3.293 0.837 -2.927 -1.6 -0.2 0.8 -0.70
C 3.624 0.351 -1.655 0.1 -0.9 0.1 -0.11
C 2.820 0.591 -0.555 -0.1 1.1 -0.3 -0.13
Br 4.309 0.287 -4.384 0.1 0.2 -0.3 0.84
H 3.285 2.078 1.532 0.0 0.4 -1.0 0.12
H 0.464 2.977 0.577 1.3 0.2 -0.8 0.11
H 5.170 3.454 2.025 -0.4 0.1 0.0 0.11
H 1.489 5.470 0.780 0.2 -0.1 0.2 0.11
H 6.149 5.699 2.374 -0.2 -0.3 -0.1 0.12
H 2.680 7.607 1.206 0.3 -0.7 0.1 0.12
H 0.218 2.147 -2.210 0.4 0.3 0.4 0.11
H 3.095 0.107 0.399 -0.1 0.6 -0.4 0.10
H 1.624 1.481 -4.091 0.0 0.3 0.1 0.11
H 4.466 -0.354 -1.559 -0.4 0.6 0.0 0.12
P -2.382 0.293 1.397 0.1 0.1 -0.6 0.83
C 0.279 -2.195 -3.060 0.8 0.5 0.5 -0.38
C -0.030 -2.584 -4.522 0.0 -0.2 -0.1 -0.12
H 0.625 -3.095 -2.541 0.3 0.2 0.0 0.07
H 1.103 -1.457 -3.073 0.0 -0.4 0.0 0.06
H 0.926 -2.903 -4.969 -0.3 0.2 0.2 0.09
H -0.711 -3.443 -4.617 0.1 0.4 0.1 0.07
H -0.408 -1.765 -5.144 0.1 -0.1 0.3 0.07
C -2.020 -0.536 -3.103 0.3 0.8 0.2 -0.39
C -3.021 -1.245 -4.031 0.0 -0.1 -0.5 -0.12
H -1.283 -0.025 -3.743 -0.2 0.2 0.2 0.08
H -2.563 0.236 -2.540 0.2 0.0 -0.2 0.04
H -3.584 -0.455 -4.561 0.2 -0.3 0.3 0.09
H -2.536 -1.842 -4.825 -0.2 0.2 0.6 0.07
H -3.750 -1.879 -3.519 0.1 0.1 0.0 0.07
C -2.049 -2.918 -1.483 0.4 0.7 1.0 -0.39
C -2.098 -4.152 -2.383 -0.1 -0.3 -0.2 -0.13
H -3.059 -2.490 -1.425 0.2 -0.1 0.3 0.07
H -1.742 -3.222 -0.461 -0.3 0.1 -0.4 0.05
H -2.598 -4.943 -1.801 0.2 0.2 -0.3 0.09
H -2.719 -3.997 -3.280 0.4 0.1 0.3 0.08
H -1.111 -4.532 -2.695 -0.4 0.2 0.2 0.07
C -2.953 -1.294 2.131 0.1 -0.2 0.4 -0.38
C -3.697 -0.979 3.423 -0.6 -0.1 0.6 -0.14
H -2.069 -1.931 2.309 -0.4 0.4 0.0 0.03
H -3.585 -1.883 1.444 0.2 0.6 -0.1 0.10
H -3.004 -0.810 4.253 -0.1 0.0 -0.1 0.07
H -4.286 -0.063 3.298 0.0 -0.2 0.1 0.07
H -4.399 -1.765 3.745 0.4 0.2 -0.3 0.09
C -3.575 0.809 0.093 -0.7 -0.4 0.4 -0.39
C -3.245 2.166 -0.503 -0.3 0.3 -0.2 -0.14
H -4.636 0.757 0.428 0.7 0.2 0.1 0.11
H -3.480 0.008 -0.655 0.0 0.2 0.1 0.05
H -3.205 2.945 0.260 -0.1 0.0 -0.1 0.07
H -2.292 2.175 -1.034 0.2 -0.1 0.0 0.05
H -4.013 2.460 -1.231 0.2 -0.1 0.2 0.10
C -1.997 1.691 2.601 -0.7 0.2 0.1 -0.37
C -0.938 1.377 3.667 0.0 -0.3 0.2 -0.14
H -2.896 2.152 3.076 0.4 -0.6 -0.4 0.11
H -1.604 2.494 1.955 -0.1 -0.3 -0.1 0.06
H -0.610 2.299 4.168 -0.2 -0.2 -0.2 0.10
H -1.320 0.703 4.447 0.1 0.2 -0.3 0.07
H -0.032 0.926 3.239 -0.2 0.1 0.0 0.02
C 1.975 -1.600 2.903 -0.1 -0.2 -0.2 -0.28
P 1.079 -2.538 1.580 0.6 -0.6 1.0 0.71
C 2.367 -3.816 1.196 -0.2 0.2 -0.5 -0.26
C -0.060 -3.554 2.608 -0.3 0.0 -0.3 -0.28
H 2.964 -1.295 2.531 -0.3 0.0 0.1 0.05
H 2.103 -2.250 3.781 0.0 0.3 -0.3 0.06
H 1.405 -0.710 3.184 0.1 -0.1 0.1 0.00
H 2.704 -4.308 2.123 -0.2 0.3 -0.3 0.06
H 1.938 -4.571 0.515 0.3 0.3 0.3 0.05
H 3.221 -3.328 0.701 -0.3 -0.3 0.1 0.05
H 0.509 -4.303 3.167 -0.1 0.2 -0.1 0.06
H -0.624 -2.926 3.311 0.2 -0.2 -0.2 0.04
H -0.766 -4.069 1.936 0.2 0.1 0.4 0.04
```
Forces are in eV/Å.

Values from the calculation:
Charge   +2
Multiplicity   1
ΔE to the lowest compared entry with this formula, charge and spin   136.1 kJ/mol
Strongest force on any atom   0.0655 hartree/bohr
Kohn-Sham gap   6.233 eV

=====

Entry 2:
A molecular structure, C28H49LaN2OP3S, computed with the ωB97M-V functional and the def2-TZVPD basis.

Structure (XYZ):
```
85
Properties=species:S:1:pos:R:3:forces:R:3:lowdin_charge:R:1
La 0.438 -0.393 -0.833 -1.1 -0.3 3.2 1.46
P -2.046 -0.999 0.985 -0.9 0.6 0.5 0.69
P 1.337 -1.735 1.746 0.6 -0.3 1.0 0.69
P -0.564 -3.270 -0.920 -0.3 -1.1 -0.4 0.65
H 0.050 2.995 -3.763 -0.6 0.5 0.2 0.04
C -0.863 2.912 -4.366 -0.2 -0.5 0.1 -0.08
C -2.096 2.623 -3.913 0.3 -0.1 -0.6 -0.07
H -2.429 2.636 -2.866 0.5 -0.2 -0.3 0.02
C -2.677 0.437 1.943 0.1 0.3 0.0 -0.26
C -2.298 -2.229 2.321 0.3 -0.4 -0.1 -0.25
C -3.530 -1.250 -0.056 0.0 -0.1 -0.2 -0.26
C 3.152 -1.766 1.535 0.0 -0.1 -0.2 -0.27
C 1.290 -0.901 3.383 -0.2 0.3 -0.1 -0.24
C 1.068 -3.467 2.327 -0.1 0.1 -0.3 -0.24
C -1.548 -3.068 -2.457 0.2 0.1 -0.3 -0.27
C -1.582 -4.581 -0.119 0.1 0.0 0.3 -0.25
C 0.805 -4.337 -1.499 0.1 0.1 -0.1 -0.26
H -0.671 3.049 -5.436 -0.2 -0.4 0.3 0.06
H -2.881 2.358 -4.642 0.3 0.6 0.5 0.07
H -2.959 1.254 1.266 0.1 -0.1 0.2 0.04
H -1.906 0.796 2.637 -0.2 0.0 -0.1 0.04
H -3.563 0.111 2.514 0.3 0.2 -0.2 0.07
H -1.538 -2.093 3.103 -0.3 0.0 -0.2 0.03
H -2.242 -3.256 1.948 0.0 0.3 0.2 0.02
H -3.295 -2.054 2.756 0.4 -0.1 -0.2 0.07
H -3.589 -0.417 -0.770 -0.1 -0.2 0.1 0.05
H -4.428 -1.245 0.579 0.2 0.0 -0.3 0.07
H -3.482 -2.184 -0.625 -0.1 0.2 0.2 0.01
H 3.547 -2.291 2.413 0.2 0.2 -0.3 0.06
H 3.558 -0.749 1.499 0.0 -0.1 0.0 0.05
H 3.432 -2.306 0.624 0.1 0.0 0.2 0.05
H 2.110 -1.304 3.998 -0.3 0.1 -0.2 0.07
H 0.338 -1.086 3.896 0.2 0.1 -0.1 0.05
H 1.429 0.181 3.272 0.0 -0.3 0.0 0.01
H 1.867 -3.690 3.051 -0.3 0.0 -0.2 0.07
H 1.124 -4.175 1.491 0.0 0.1 0.3 0.02
H 0.095 -3.562 2.827 0.3 0.0 -0.2 0.04
H -1.231 -3.826 -3.184 -0.2 0.2 0.1 0.07
H -1.395 -2.078 -2.909 -0.2 -0.2 -0.1 0.02
H -2.613 -3.202 -2.247 0.2 0.1 -0.1 0.05
H -1.572 -5.479 -0.761 0.0 0.4 0.2 0.08
H -2.622 -4.262 0.013 0.2 -0.1 0.0 0.05
H -1.157 -4.851 0.858 -0.2 0.0 -0.3 0.04
H 0.388 -5.036 -2.232 0.3 0.0 0.1 0.06
H 1.206 -4.901 -0.650 0.1 0.1 -0.2 0.05
H 1.602 -3.743 -1.961 -0.1 -0.3 0.0 0.03
C 1.985 -1.023 -4.915 0.3 -0.2 -1.6 -0.54
C 3.097 -1.769 -5.375 -0.2 0.1 0.7 -0.09
C 3.200 -2.098 -6.735 -0.3 0.1 0.1 -0.04
C 2.199 -1.675 -7.626 0.2 -0.2 0.2 -0.03
C 1.158 -0.853 -7.182 0.1 -0.2 0.1 -0.04
C 1.049 -0.513 -5.832 0.2 -0.3 0.5 -0.10
S 1.773 -0.737 -3.150 -0.8 0.8 -1.1 0.69
H 0.544 0.041 -3.086 1.8 -0.8 -1.5 -0.12
H 3.866 -2.097 -4.660 -0.4 0.1 -0.4 0.12
H 4.049 -2.705 -7.092 -0.6 0.4 0.3 0.13
H 2.226 -2.013 -8.668 0.1 0.3 0.4 0.13
H 0.413 -0.503 -7.901 0.2 -0.1 0.3 0.13
H 0.249 0.118 -5.455 -0.1 -0.1 -0.3 0.09
C -0.526 5.008 3.464 -0.1 0.5 0.6 0.05
N -0.766 4.125 2.339 -0.2 0.5 0.1 -0.03
N 0.068 3.110 2.046 0.7 -1.3 -0.4 0.07
C -0.273 2.576 0.842 -0.8 1.0 0.4 -0.38
O 0.341 1.550 0.334 -0.1 -0.1 -0.3 -0.35
C -1.380 3.330 0.382 0.7 -0.8 -0.2 0.06
C -1.646 4.284 1.344 0.1 0.0 0.1 -0.23
C -2.676 5.343 1.407 -0.5 0.2 -0.3 0.01
C 1.106 2.708 2.945 0.2 -0.1 0.2 -0.22
C 0.796 2.507 4.293 -0.1 0.1 -0.3 -0.05
C 1.834 2.365 5.205 0.2 -0.1 -0.1 -0.04
C 3.159 2.338 4.750 -0.1 0.1 -0.1 -0.04
C 3.447 2.464 3.386 -0.2 -0.3 0.0 -0.05
C 2.413 2.622 2.464 -0.1 0.4 0.1 -0.02
H -1.226 5.843 3.386 0.2 -0.2 0.0 0.10
H 0.495 5.405 3.470 -0.2 -0.2 -0.2 0.13
H -0.704 4.492 4.411 0.0 0.2 -0.2 0.09
H -1.882 3.142 -0.552 -0.1 0.2 0.1 0.11
H -3.241 5.295 2.350 0.2 0.1 -0.3 0.11
H -2.233 6.344 1.303 -0.1 -0.3 0.0 0.11
H -3.376 5.193 0.579 0.1 0.2 0.2 0.10
H -0.253 2.487 4.609 0.5 0.1 0.0 0.13
H 1.601 2.300 6.267 0.2 -0.1 -0.2 0.13
H 3.978 2.234 5.462 -0.2 0.1 -0.2 0.12
H 4.476 2.457 3.027 -0.2 0.0 0.2 0.12
H 2.594 2.740 1.391 0.1 0.1 0.5 0.13
```
Forces are in eV/Å.

Values from the calculation:
Charge   +3
Multiplicity   1
ΔE to the lowest compared entry with this formula, charge and spin   0.0 kJ/mol
Strongest force on any atom   0.0665 hartree/bohr
Kohn-Sham gap   6.980 eV